Entry 1:
Formula: C18H39Cl2NO9P
Source: the OMol25 dataset
Level of theory: ωB97M-V/def2-TZVPD

Results
2S+1   1
HOMO   -3.26 eV
Charge   -1
Electronic energy   -2702.794111 a.u.
Frontier orbital gap   5.652 eV

Geometry (Å):
C -2.7169 2.2658 1.7059
C -2.8488 1.4063 0.3625
C -2.0651 1.9776 -0.8992
N -3.5204 0.3014 0.3277
P -2.2938 -1.0671 0.5382
C -0.9709 -2.4531 0.6621
Cl -1.3203 -3.4521 2.1698
C 0.5297 -1.9190 0.8258
C 0.8733 -1.4594 2.3117
Cl 0.9797 -0.6478 -0.4303
H -2.8947 1.5232 2.5387
H -1.6321 2.5808 1.8099
H -3.4326 3.1305 1.7218
H -1.5500 1.1510 -1.4734
H -2.7609 2.4799 -1.6388
H -1.2358 2.6921 -0.5923
H -3.3415 -2.0326 0.1768
H -1.9283 -0.8723 -0.8524
H -1.3232 -0.0959 1.0235
H -2.7108 -1.2478 1.9235
H -0.9737 -3.0652 -0.2902
H 1.1909 -2.8107 0.5876
H 1.6167 -0.6073 2.2855
H 1.3955 -2.2951 2.8688
H -0.0220 -1.0897 2.8773
C 2.5884 -8.3228 -3.3714
C 2.1768 -7.9574 -1.9587
O 2.8793 -6.7956 -1.5070
C 2.3904 -5.6262 -1.9422
O 1.4309 -5.4812 -2.6530
O 3.1677 -4.6491 -1.4648
C 2.7987 -3.3418 -1.9124
H 3.6742 -8.4229 -3.4408
H 2.1265 -9.2645 -3.6757
H 2.2916 -7.5486 -4.0806
H 2.4451 -8.7671 -1.2779
H 1.0973 -7.8131 -1.8793
H 1.7448 -3.1407 -1.7221
H 3.0245 -3.2344 -2.9751
H 3.3926 -2.6182 -1.3562
C 7.3481 -0.2935 3.9570
C 7.2808 1.2127 4.1149
O 6.7346 1.8251 2.9421
C 5.3988 1.7847 2.8450
O 4.6455 1.2990 3.6470
O 5.0500 2.3615 1.6905
C 3.6458 2.3223 1.4226
H 7.8848 -0.5597 3.0435
H 7.8560 -0.7480 4.8104
H 6.3496 -0.7264 3.8800
H 8.2888 1.6141 4.2343
H 6.7122 1.4986 5.0025
H 3.0716 2.7240 2.2581
H 3.3367 1.2996 1.2007
H 3.4563 2.9400 0.5459
C -5.8583 3.2149 -3.0740
C -6.3026 3.5646 -1.6678
O -5.6702 4.7717 -1.2167
C -6.2162 5.9057 -1.6589
O -7.1781 6.0011 -2.3782
O -5.4946 6.9287 -1.1784
C -5.9298 8.2060 -1.6354
H -4.7684 3.1769 -3.1326
H -6.2616 2.2466 -3.3758
H -6.1917 3.9656 -3.7934
H -5.9939 2.7754 -0.9801
H -7.3895 3.6469 -1.5982
H -6.9960 8.3492 -1.4551
H -5.7019 8.3205 -2.6966
H -5.3796 8.9624 -1.0769

***

Entry 2:
Formula: C30H13AsAuCl5F5O2
Source: the OMol25 dataset
Level of theory: ωB97M-V/def2-TZVPD

Results
2S+1   3
ΔE to the lowest compared entry with this formula, charge and spin   0.000 eV
HOMO (alpha / beta)   -11.00 / -11.01 eV
Charge   +1
Electronic energy   -6472.935546 a.u.
Frontier orbital gap (alpha / beta)   8.166 / 5.535 eV

Geometry (Å):
Au 0.6663 -1.1215 -0.2438
Cl -4.7418 -4.0570 4.0068
C -3.2049 -3.5435 3.5306
C -2.9430 -3.3339 2.1429
Cl -4.1830 -3.6142 1.0008
C -1.7060 -2.9195 1.7538
Cl -1.3606 -2.7083 0.0731
C -0.6291 -2.6701 2.7084
O 0.4744 -2.2702 2.3541
C -0.9522 -2.9050 4.1118
Cl 0.2861 -2.6208 5.2315
C -2.2021 -3.3273 4.4989
Cl -2.5562 -3.5901 6.1490
F -2.0983 6.0810 -1.8762
C -1.4029 5.0208 -1.5426
C -2.0278 3.7619 -1.5304
F -3.3078 3.6748 -1.8565
C -1.3106 2.6562 -1.1834
F -1.8925 1.4687 -1.1663
C 0.0922 2.7294 -0.8204
O 0.7389 1.7270 -0.5027
C 0.6781 4.0601 -0.8493
F 1.9459 4.1896 -0.5200
C -0.0501 5.1603 -1.2007
F 0.4969 6.3658 -1.2223
C 5.8246 -4.2207 0.0816
C 4.6982 -4.2738 -0.7268
C 3.8313 -3.1922 -0.7779
C 4.1101 -2.0583 -0.0251
C 5.2371 -2.0005 0.7881
C 6.0934 -3.0897 0.8406
As 2.9409 -0.5436 -0.1504
C 3.6938 0.7113 -1.3887
C 3.8338 0.5843 -2.7586
C 4.4147 1.6240 -3.4725
C 4.8399 2.7682 -2.8071
C 4.6940 2.8876 -1.4325
C 4.1163 1.8548 -0.7064
C 3.8947 1.8407 0.7605
C 4.2088 2.8657 1.6428
C 3.9454 2.7150 2.9973
C 3.3664 1.5501 3.4881
C 3.0414 0.5179 2.6179
C 3.3135 0.6760 1.2701
H 6.4968 -5.0674 0.1248
H 4.4925 -5.1596 -1.3129
H 2.9384 -3.2303 -1.3914
H 5.4399 -1.1122 1.3744
H 6.9710 -3.0550 1.4722
H 3.5009 -0.3119 -3.2679
H 4.5376 1.5399 -4.5437
H 5.2936 3.5748 -3.3677
H 5.0315 3.7874 -0.9343
H 4.6593 3.7814 1.2820
H 4.1952 3.5144 3.6824
H 3.1662 1.4467 4.5460
H 2.5785 -0.3923 2.9824

***

Entry 3:
Formula: C5H8N2
Source: the OMol25 dataset
Level of theory: ωB97M-V/def2-TZVPD

Results
2S+1   1
ΔE to the lowest compared entry with this formula, charge and spin   4.465 eV
HOMO   -7.69 eV
Charge   0
Electronic energy   -304.671392 a.u.
Frontier orbital gap   8.524 eV

Geometry (Å):
C -0.2996 2.5758 -0.3208
N 0.0666 0.8385 -0.7462
C 1.3245 0.4855 -0.2234
C 1.2019 -0.6939 0.4192
C -0.1750 -1.1487 0.2741
N -0.6632 -2.3010 0.8839
C -0.8354 -0.2161 -0.4605
H 0.0225 1.3222 -1.6400
H -1.3753 2.4925 -0.1891
H 0.0019 2.5236 0.7196
H 2.1583 1.1646 -0.3427
H 1.9807 -1.2096 0.9687
H 0.0074 -3.0592 0.9212
H -1.5506 -2.6222 0.5187
H -1.8648 -0.1519 -0.7828

***

Entry 4:
Formula: CH2NO3S
Source: the OMol25 dataset
Level of theory: ωB97M-V/def2-TZVPD

Results
2S+1   1
ΔE to the lowest compared entry with this formula, charge and spin   2.412 eV
HOMO   -3.84 eV
Charge   -1
Electronic energy   -717.952777 a.u.
Frontier orbital gap   7.573 eV

Geometry (Å):
C 0.2866 -0.7178 1.1262
N 1.1139 1.0090 -0.8793
O 1.1316 -0.2856 1.8077
O -0.2448 -1.7963 0.8751
O -1.5952 -0.1011 -0.8269
S -0.5512 0.9288 0.0828
H 1.1103 1.9092 -1.5271
H -1.2512 -0.9462 -0.6585

***

Entry 5:
Formula: C3H2FO3Pd
Source: the OMol25 dataset
Level of theory: ωB97M-V/def2-TZVPD

Results
2S+1   4
ΔE to the lowest compared entry with this formula, charge and spin   0.000 eV
HOMO (alpha / beta)   -5.98 / -8.85 eV
Charge   0
Electronic energy   -568.727125 a.u.
Frontier orbital gap (alpha / beta)   4.852 / 6.493 eV

Geometry (Å):
O -1.7815 -0.4127 0.0663
C -1.3050 0.7521 -0.0056
C -0.0171 0.9610 -0.5829
H -1.7212 1.5555 0.6221
H 0.4478 1.9408 -0.6755
F 0.0966 0.1857 -1.7454
Pd -0.6813 -1.4940 -0.9431
O 1.2976 0.2765 1.7727
O 0.8549 -1.3024 0.2105
C 0.9778 -0.2095 0.7366

***

Entry 6:
Formula: C3H11N3
Source: the OMol25 dataset
Level of theory: ωB97M-V/def2-TZVPD

Results
2S+1   1
ΔE to the lowest compared entry with this formula, charge and spin   2.641 eV
HOMO   -8.36 eV
Charge   0
Electronic energy   -285.080751 a.u.
Structure (SMILES)   NCCNCN
Frontier orbital gap   9.506 eV

Geometry (Å):
N -0.0402 1.7989 1.1947
C 1.2367 1.6068 0.5413
C 0.9054 0.7080 -0.6747
N 0.3136 -0.6203 -0.5674
C -1.0433 -1.0087 -0.2372
N -1.3676 -2.4792 -0.2698
H 0.1786 2.6044 1.8207
H -0.5911 1.0735 1.6737
H 1.9807 0.9298 1.0982
H 1.6752 2.6034 0.1096
H 0.1958 1.3538 -1.2275
H 1.8598 0.5616 -1.2332
H 0.5060 -1.0668 -1.3571
H -1.6423 -0.5385 -1.1269
H -1.1223 -0.5025 0.7069
H -0.6289 -2.8179 0.4101
H -1.3441 -2.9338 -1.1539

***

Entry 7:
Formula: C26H22BBrCaClN6O6S2
Source: the OMol25 dataset
Level of theory: ωB97M-V/def2-TZVPD

Results
2S+1   1
ΔE to the lowest compared entry with this formula, charge and spin   1.009 eV
HOMO   -5.34 eV
Charge   -1
Electronic energy   -6317.422578 a.u.
Frontier orbital gap   7.571 eV

Geometry (Å):
Ca 0.2419 -0.1210 -0.1725
C -3.8733 -0.2669 -1.0377
N -3.5027 -0.5201 0.3217
C -4.0808 0.0004 1.4488
C -3.4611 -0.5765 2.5051
N -2.5119 -1.4445 2.0465
B -1.7518 -2.4678 2.9347
N -0.2104 -2.3924 2.7147
C 0.6250 -3.4684 2.8275
C 1.9024 -3.0264 2.9079
N 1.8534 -1.6580 2.8402
C 2.9571 -0.7542 2.9756
C 0.5531 -1.2881 2.6981
S 0.0532 0.3202 2.5435
C -2.5289 -1.3778 0.7108
S -1.5535 -2.1997 -0.3969
H -4.4284 0.6661 -1.0977
H -4.4819 -1.0885 -1.4286
H -2.9740 -0.1933 -1.6532
H -4.8540 0.7366 1.3939
H -3.6188 -0.4371 3.5521
H -1.9719 -2.1847 4.0732
H -2.1106 -3.5662 2.6384
H 0.2414 -4.4661 2.8503
H 2.8304 -3.5515 2.9944
H 3.8660 -1.2093 2.5870
H 3.1023 -0.4848 4.0260
H 2.7467 0.1563 2.4102
O -2.5258 3.6499 -4.0215
C -1.7160 2.9836 -4.8088
O -1.5654 3.2726 -5.9742
C -0.9934 1.8201 -4.2222
C -0.2783 0.8957 -4.9744
Cl -0.0080 0.9011 -6.6458
N 0.2330 -0.0332 -4.1279
N -0.1001 0.2647 -2.8675
C -0.8378 1.3582 -2.8880
C -1.4163 1.8884 -1.5926
O -2.3669 2.6853 -1.6739
O -0.9241 1.4528 -0.5411
C 1.0286 -1.1619 -4.4152
C 0.8250 -1.9220 -5.5625
C 1.6689 -2.9861 -5.8297
C 2.6731 -3.3269 -4.9390
C 2.8349 -2.6000 -3.7726
C 2.0284 -1.5083 -3.5113
H -2.5254 3.2974 -3.0574
H 0.0201 -1.6861 -6.2408
H 1.5405 -3.5514 -6.7412
H 3.3327 -4.1546 -5.1498
H 3.6035 -2.8731 -3.0670
H 2.1776 -0.9115 -2.6240
Br 5.4604 -6.0272 -0.9495
C 3.9515 -4.8797 -0.6783
C 2.6871 -5.4438 -0.6848
C 1.5909 -4.6164 -0.5065
C 1.7755 -3.2610 -0.3129
C 3.0467 -2.7069 -0.3149
C 4.1553 -3.5256 -0.5012
C 3.2309 -1.1952 -0.1550
O 4.3633 -0.7584 0.0008
O 2.1635 -0.5186 -0.2048
H 2.5644 -6.5061 -0.8370
H 0.5914 -5.0245 -0.5286
H 0.9246 -2.6170 -0.1447
H 5.1422 -3.0847 -0.5029

***

Entry 8:
Formula: C11H24Br2INNbO8P2S2
Source: the OMol25 dataset
Level of theory: ωB97M-V/def2-TZVPD

Results
2S+1   1
HOMO   -4.79 eV
Charge   -1
Electronic energy   -8072.150029 a.u.
Frontier orbital gap   5.772 eV

Geometry (Å):
C -0.3397 2.5843 -1.3292
C 0.3221 2.3570 -2.6834
Br -0.8180 3.3898 -3.9847
C 0.4794 0.9169 -3.0464
Br 1.1724 0.7877 -4.8667
Nb 1.8952 -0.3611 -1.6764
N 2.4772 1.2249 -0.5555
I 1.2042 -2.5946 -3.1945
P -0.2304 -0.8073 -0.1870
S -0.7826 -2.6945 0.0968
P 4.0938 -0.1681 -3.0884
O 4.2584 -1.0550 -4.4052
O 4.5171 1.2900 -3.6546
S 5.3669 -0.7308 -1.7269
H -0.3477 1.6897 -0.7367
H -1.3470 2.9548 -1.4353
H 0.2099 3.3330 -0.7698
H 1.2601 2.8885 -2.7516
H -0.5023 0.4633 -3.1079
H 2.6104 -1.4880 -0.4451
H 2.7703 2.0670 -1.0335
H 1.8801 1.4794 0.2196
H 0.0178 -0.2005 1.0524
H -1.3087 -0.0622 -0.6966
H 4.8120 -0.5957 -5.0430
H 3.7656 1.8844 -3.6172
C 3.1555 4.2803 4.6743
C 2.3292 3.5097 3.6824
C 0.8369 3.7913 3.6924
O 0.2937 2.5503 3.2248
C 1.1703 1.5621 3.5517
O 0.9438 0.4070 3.4677
O 2.3361 2.1004 3.9849
H 2.7632 4.1484 5.6827
H 4.1855 3.9298 4.6652
H 3.1466 5.3408 4.4238
H 2.7308 3.6283 2.6720
H 0.5314 4.6014 3.0373
H 0.4676 3.9741 4.7044
C -3.4529 -5.6378 0.6989
C -4.6467 -5.2451 -0.1205
C -4.7274 -3.7780 -0.4838
O -6.1518 -3.5911 -0.6421
C -6.7748 -4.4962 0.1404
O -7.9380 -4.4963 0.3832
O -5.8917 -5.4052 0.6083
H -3.3801 -5.0194 1.5926
H -3.5203 -6.6777 1.0163
H -2.5454 -5.5030 0.1118
H -4.7185 -5.8670 -1.0170
H -4.2096 -3.5276 -1.4034
H -4.3700 -3.1320 0.3181